No. 1
{"formula": "C3H7N2O2S", "method": "wB97M-V/def2-TZVPD", "species": ["C", "C", "C", "N", "N", "O", "O", "S", "H", "H", "H", "H", "H", "H", "H"], "xyz": [[-0.495, -0.020, -1.574], [-0.130, -0.075, 2.023], [1.204, -0.588, -0.310], [-1.809, -0.595, -1.386], [-0.385, 1.010, -2.314], [-2.106, -0.906, -0.260], [-2.425, -0.750, -2.410], [1.153, 0.558, 0.916], [-0.209, 0.620, 2.857], [0.136, -1.069, 2.382], [-1.079, -0.113, 1.484], [0.826, -1.581, -0.118], [1.986, -0.490, -1.044], [0.520, 1.423, -2.526], [-1.192, 1.449, -2.774]], "forces_ev_per_a": [[-0.26, -3.05, 1.68], [0.09, 0.21, -0.01], [-2.13, 0.62, -0.84], [2.50, 0.10, -0.19], [1.02, 3.17, -1.90], [-0.65, -0.60, 1.16], [-0.86, 0.24, -0.47], [-0.23, -0.04, 0.57], [0.16, 0.01, -0.05], [0.09, 0.02, -0.08], [0.16, -0.04, -0.09], [-0.07, -0.19, 0.08], [0.18, 0.13, -0.13], [-0.32, -0.21, -0.07], [0.33, -0.39, 0.31]], "relative_energy_kcal_mol": 55.37, "homo_energy_ev": [-11.635, -15.194], "homo_lumo_gap_ev": [6.66, 6.97], "charge": 1, "multiplicity": 3, "lumo_energy_ev": [-5.0, -8.2]}

=====

No. 2
{"formula": "C3H7N2O3", "method": "wB97M-V/def2-TZVPD", "species": ["C", "C", "C", "N", "N", "O", "O", "O", "H", "H", "H", "H", "H", "H", "H"], "xyz": [[-2.972, -0.006, 0.493], [0.605, 0.819, 1.147], [-0.357, 0.592, -0.020], [-0.447, -0.825, -1.976], [0.211, -0.641, -0.740], [-3.396, 0.783, -0.269], [-2.866, -0.841, 1.292], [-0.228, 1.692, -0.940], [1.620, 0.726, 0.796], [0.492, 1.653, 1.799], [0.373, -0.116, 1.779], [-0.053, -0.145, -2.547], [-1.479, -0.741, -2.025], [0.108, -1.383, -0.109], [-1.064, 1.585, -1.472]], "forces_ev_per_a": [[1.42, 1.46, -1.14], [-1.14, -2.99, 0.11], [-0.31, -0.43, 0.44], [-0.49, -2.34, 0.42], [-0.24, 3.06, -0.29], [-0.62, -0.11, 0.01], [-0.24, -1.04, 0.89], [-1.40, -0.29, -1.00], [0.87, 0.14, -0.10], [-0.44, 0.88, 0.16], [0.69, 1.24, -0.45], [0.58, 1.25, -1.29], [0.49, 0.24, 0.84], [-0.56, -1.57, 0.51], [1.39, 0.52, 0.89]], "relative_energy_kcal_mol": 124.39, "homo_energy_ev": -1.481, "homo_lumo_gap_ev": 5.38, "charge": -1, "multiplicity": 1, "lumo_energy_ev": 3.9}

=====

No. 3
{"formula": "C3H7N2O3", "method": "wB97M-V/def2-TZVPD", "species": ["C", "C", "C", "N", "N", "O", "O", "O", "H", "H", "H", "H", "H", "H", "H"], "xyz": [[-1.074, 0.847, 1.137], [1.604, -0.234, -0.872], [-0.965, -0.035, -0.116], [0.716, 0.923, -0.742], [-0.734, -1.408, -0.110], [1.030, 1.995, -0.036], [-0.890, -2.056, -1.162], [-0.207, -1.914, 0.912], [-2.054, 1.325, 1.224], [-1.044, 0.161, 1.941], [-0.267, 1.557, 1.250], [1.468, -0.895, 0.102], [1.362, -0.851, -1.810], [2.592, 0.196, -0.897], [-1.538, 0.389, -0.819]], "forces_ev_per_a": [[-0.90, -1.94, -0.12], [-0.12, -0.76, 1.76], [1.88, 1.03, 3.23], [-1.06, 2.01, -1.12], [-0.15, 1.71, 0.62], [0.47, -3.47, -1.18], [-0.28, -0.32, -0.40], [0.03, -0.11, 0.04], [0.09, 0.17, -0.37], [0.18, -0.64, 1.32], [0.10, 0.26, -0.20], [0.78, 0.85, -1.83], [0.17, 1.15, 1.55], [0.67, -0.24, -0.09], [-1.85, 0.30, -3.21]], "relative_energy_kcal_mol": 218.00, "homo_energy_ev": [-2.638, -3.274], "homo_lumo_gap_ev": [6.93, 7.43], "charge": -1, "multiplicity": 1, "lumo_energy_ev": [4.3, 4.2]}

=====

No. 4
{"formula": "C3H7N2O3", "method": "wB97M-V/def2-TZVPD", "species": ["C", "C", "C", "N", "N", "O", "O", "O", "H", "H", "H", "H", "H", "H", "H"], "xyz": [[1.253, -0.499, -0.192], [-0.379, 1.363, 0.151], [-0.078, 0.077, -0.594], [1.228, -1.785, 0.098], [2.517, 0.226, -0.045], [2.462, 1.438, 0.000], [3.468, -0.516, 0.042], [-1.003, -0.955, -0.680], [-0.716, 1.205, 1.296], [0.632, 1.900, 0.157], [-1.097, 1.907, -0.377], [0.154, 0.431, -1.696], [0.339, -2.184, -0.071], [2.136, -2.296, 0.261], [-1.921, -0.683, -0.765]], "forces_ev_per_a": [[-2.58, -3.48, 0.82], [1.64, -0.41, 3.46], [1.05, 1.47, -2.47], [3.33, 3.03, -0.65], [0.39, 0.31, 0.07], [0.84, -1.03, -0.19], [0.21, 0.54, 0.01], [0.51, -0.59, 0.59], [0.71, 0.17, -2.71], [-2.18, -0.31, 0.11], [-1.16, 0.95, -0.63], [-0.13, -0.44, 1.57], [-1.28, -1.12, 0.00], [-1.33, 0.52, -0.03], [-0.01, 0.40, 0.05]], "relative_energy_kcal_mol": 92.29, "homo_energy_ev": -16.080, "homo_lumo_gap_ev": 9.16, "charge": 1, "multiplicity": 1, "smiles": "C[C@H](O)C(=[NH2+])[N+](=O)[O-]", "lumo_energy_ev": -6.9}

=====

No. 5
{"formula": "C3H7N2O5S", "method": "wB97M-V/def2-TZVPD", "species": ["C", "C", "C", "N", "N", "O", "O", "O", "O", "O", "S", "H", "H", "H", "H", "H", "H", "H"], "xyz": [[-1.919, -1.069, -0.605], [-1.715, -1.168, 0.911], [-1.215, 0.182, 1.535], [-0.639, 1.160, 0.684], [0.509, 0.703, 0.309], [4.339, 2.319, -0.931], [0.909, -0.467, 0.740], [1.208, 1.277, -0.528], [2.959, 1.722, -2.938], [4.054, -0.020, -1.557], [3.659, 1.330, -1.733], [-2.668, -0.378, -0.990], [-1.013, -0.614, -0.998], [-2.155, -2.054, -0.873], [-1.020, -2.114, 1.179], [-2.783, -1.457, 1.261], [-1.962, 0.794, 2.078], [-0.548, -0.146, 2.455]], "forces_ev_per_a": [[1.15, 1.40, 0.83], [-1.28, -1.09, 0.69], [-0.43, -0.86, 3.67], [1.37, -0.21, -0.57], [0.26, -3.30, 0.97], [-1.14, -0.58, -0.60], [0.00, 1.71, -0.69], [0.99, 1.70, -1.21], [0.61, -0.35, 1.70], [-0.36, -0.37, 0.07], [0.19, 1.13, -0.79], [-0.56, -0.01, 0.64], [0.30, -0.84, -0.60], [0.00, -1.31, -1.30], [-1.43, 2.45, -0.70], [1.67, 0.57, 0.26], [-0.62, -0.78, -0.54], [-0.71, 0.74, -1.82]], "relative_energy_kcal_mol": 50.91, "homo_energy_ev": -4.835, "homo_lumo_gap_ev": 7.29, "charge": -1, "multiplicity": 1, "lumo_energy_ev": 2.5}

=====

No. 6
{"formula": "C3H7N2OP", "method": "wB97M-V/def2-TZVPD", "species": ["C", "C", "C", "N", "N", "O", "P", "H", "H", "H", "H", "H", "H", "H"], "xyz": [[0.642, -0.843, 1.529], [-1.024, -0.379, -0.212], [-1.340, 0.851, -0.959], [1.832, -1.031, 1.879], [0.237, -0.123, 0.434], [1.079, 0.356, -0.556], [0.247, 1.376, -1.455], [-0.286, -1.344, 2.022], [-1.868, -0.778, 0.384], [-1.047, -1.242, -0.779], [-2.125, 0.668, -1.719], [2.040, -1.618, 2.731], [1.377, 1.343, -2.310], [0.236, 2.764, -0.991]], "forces_ev_per_a": [[-0.98, -1.60, 0.48], [-1.22, -0.33, 0.97], [-0.37, 0.15, -1.82], [1.41, -0.38, 0.91], [-1.78, -0.62, 1.46], [1.66, -0.65, 1.45], [-1.11, 2.19, 0.69], [1.35, 1.09, -0.76], [0.46, 1.41, 1.09], [1.22, -2.20, -2.12], [0.22, 0.73, 0.52], [-1.00, 0.99, -1.32], [-0.34, 0.10, -0.81], [0.51, -0.87, -0.74]], "relative_energy_kcal_mol": 98.51, "homo_energy_ev": -7.841, "homo_lumo_gap_ev": 8.08, "multiplicity": 1, "smiles": "[H]/N=C/N1CC=[PH2]O1", "lumo_energy_ev": 0.2}

=====

No. 7
{"formula": "C3H7N2OS", "method": "wB97M-V/def2-TZVPD", "species": ["C", "C", "C", "N", "N", "O", "S", "H", "H", "H", "H", "H", "H", "H"], "xyz": [[0.233, 0.836, -0.937], [-1.161, 1.099, 0.771], [0.836, 0.282, 0.309], [-0.860, 1.353, -0.587], [2.114, -0.031, 0.320], [0.026, 0.441, 1.311], [-0.474, -2.021, -0.358], [0.662, 0.782, -1.867], [-1.639, 2.104, 1.185], [-1.972, 0.459, 0.707], [2.492, 0.086, -0.618], [-1.365, -1.930, -1.457], [2.546, -0.780, 0.878], [-1.439, -2.679, 0.342]], "forces_ev_per_a": [[-0.91, 0.29, 3.79], [0.06, 3.14, -1.15], [0.17, 1.12, -0.36], [-0.75, 0.54, -1.26], [-0.25, -1.18, -0.13], [0.58, 0.35, 0.38], [-1.97, -1.14, -1.38], [0.83, 0.11, -2.21], [1.99, -2.03, 0.20], [-1.53, -1.97, 0.47], [0.38, -0.34, 0.40], [1.20, -0.02, 1.17], [-0.30, 0.89, 0.12], [0.50, 0.24, -0.04]], "relative_energy_kcal_mol": 56.54, "homo_energy_ev": -14.049, "homo_lumo_gap_ev": 8.99, "charge": 1, "multiplicity": 1, "lumo_energy_ev": -5.1}

=====

No. 8
{"formula": "C3H7N2P", "method": "wB97M-V/def2-TZVPD", "species": ["C", "C", "C", "N", "N", "P", "H", "H", "H", "H", "H", "H", "H"], "xyz": [[2.597, -0.960, -0.527], [0.910, 1.663, 0.574], [-1.875, 0.618, -0.474], [2.252, -0.320, 0.491], [1.432, 0.629, 0.397], [-2.263, -0.741, 0.626], [3.215, -1.858, -0.356], [2.470, -0.653, -1.492], [-1.004, 1.109, -0.312], [-1.875, 0.377, -1.545], [-2.543, 1.443, -0.275], [-2.462, -0.151, 1.788], [-0.854, -1.155, 1.105]], "forces_ev_per_a": [[1.95, -1.89, 1.53], [-0.12, 0.08, -0.04], [-1.75, 0.09, -1.10], [1.39, -3.35, 1.54], [-1.66, 3.82, -0.21], [1.95, -3.01, -1.05], [-0.23, 0.63, -0.06], [-0.99, 0.79, -2.61], [2.91, 0.98, 0.67], [-0.42, -0.22, 0.38], [-0.92, 0.05, -0.25], [-0.44, 1.55, 2.02], [-1.69, 0.49, -0.81]], "relative_energy_kcal_mol": 57.04, "homo_energy_ev": -9.076, "homo_lumo_gap_ev": 8.96, "multiplicity": 1, "lumo_energy_ev": -0.1}

=====

No. 9
{"formula": "C3H7N2S", "method": "wB97M-V/def2-TZVPD", "species": ["C", "C", "C", "N", "N", "S", "H", "H", "H", "H", "H", "H", "H"], "xyz": [[0.222, -0.845, 0.559], [-0.327, 0.503, 0.993], [-0.045, 2.333, -0.227], [-0.784, 1.302, -0.074], [1.055, -0.595, -0.673], [1.104, 2.176, 0.977], [0.886, -1.276, 1.402], [-0.577, -1.566, 0.237], [-0.868, 0.596, 1.991], [-0.276, 3.090, -1.016], [-1.520, 0.815, -0.669], [1.828, -1.142, -0.741], [0.420, -0.760, -1.464]], "forces_ev_per_a": [[2.09, -0.27, -0.27], [2.03, 1.12, 2.12], [-0.25, 1.24, -0.99], [-3.80, -2.82, -1.70], [-4.19, 1.81, 0.62], [-0.50, -1.38, 0.68], [-1.38, 0.54, -1.33], [0.24, 0.65, 1.06], [0.58, -0.05, -1.46], [0.61, -0.55, 0.85], [1.04, 1.79, 0.39], [2.56, -2.04, -0.16], [0.99, -0.04, 0.19]], "relative_energy_kcal_mol": 61.81, "homo_energy_ev": -14.073, "homo_lumo_gap_ev": 8.92, "charge": 1, "multiplicity": 1, "lumo_energy_ev": -5.2}

=====

No. 10
{"formula": "C3H7N2S", "method": "wB97M-V/def2-TZVPD", "species": ["C", "C", "C", "N", "N", "S", "H", "H", "H", "H", "H", "H", "H"], "xyz": [[-1.134, 0.822, 0.720], [-1.353, -0.464, 0.414], [1.048, -0.264, 0.073], [-0.039, 1.497, 0.465], [-0.147, -1.004, -0.378], [2.291, 0.021, -1.141], [-1.899, 1.424, 1.197], [-2.234, -0.949, 0.541], [1.554, -0.424, 1.051], [0.559, 2.135, 0.963], [-0.177, -2.148, -0.253], [0.000, -0.798, -1.421], [1.532, 0.151, -2.232]], "forces_ev_per_a": [[-1.13, 0.95, 1.42], [3.09, 1.98, -1.31], [0.11, 3.13, 0.40], [3.37, -3.86, -2.46], [-0.13, -2.46, 0.32], [0.28, -0.37, 0.66], [-0.52, -0.31, 0.22], [-2.08, -1.85, -0.14], [-1.04, -0.33, -0.61], [-0.59, 0.08, 0.61], [0.69, 3.53, -0.33], [-1.69, -0.63, 1.30], [-0.35, 0.15, -0.07]], "relative_energy_kcal_mol": 106.99, "homo_energy_ev": -13.248, "homo_lumo_gap_ev": 8.60, "charge": 1, "multiplicity": 1, "lumo_energy_ev": -4.6}